Record 1
Molecular formula: C29H64BCl2N2O13
Method: DFT, ωB97M-V with the def2-TZVPD basis set

Last column: Löwdin charge in e.
Geometry (Å):
C1 2.3453 -4.1337 3.4867  -0.11
O1 3.4301 -3.2583 3.2573  -0.21
C2 4.0971 -3.4188 2.0050  -0.23
C3 4.6671 -2.0755 1.5582  -0.17
C4 3.8877 -1.3759 0.4375  -0.17
C5 2.3585 -1.3766 0.6384  -0.16
C6 1.7300 0.0231 0.6980  -0.08
C7 1.6857 0.8332 -0.6080  -0.34
C8 1.1757 0.0747 -1.8372  -0.09
C9 -0.3248 -0.2299 -1.9774  -0.15
C10 -0.8870 -1.3349 -1.0562  -0.15
C11 -1.8594 -0.8468 -0.0046  -0.15
O2 -2.2598 -2.0067 0.7979  -0.03
C12 -2.3754 -1.7132 2.1131  -0.54
C13 -1.2660 -2.2346 2.9746  0.02
O3 -3.2860 -1.0619 2.5462  0.11
O4 3.0251 1.2144 -0.9440  0.03
B1 3.3566 2.4640 -0.2368  -0.84
C14 4.2692 3.3955 -1.2489  -0.19
N1 4.8772 4.5788 -0.5707  -0.03
C15 4.2726 2.2266 1.1345  -0.51
Cl1 5.9076 1.6968 0.7620  0.66
C16 3.9619 2.3606 2.4275  -0.75
C17 2.6442 2.8513 2.9562  -0.11
Cl2 5.1057 2.0433 3.7254  0.58
O5 2.0283 3.1174 -0.0253  0.08
C18 1.0355 2.2508 -0.4184  -0.45
O6 0.5146 2.7071 -1.6784  0.03
C19 -0.1659 2.3123 0.5208  -0.09
O7 -0.5225 3.6988 0.7012  -0.09
N2 -1.9141 3.8832 0.5929  -0.01
O8 -2.1867 4.4394 -0.3986  0.07
H1 2.2916 -4.9461 2.7586  0.08
H2 2.4557 -4.5563 4.4903  0.08
H3 1.4129 -3.5625 3.4909  0.06
H4 3.3819 -3.7973 1.2665  0.11
H5 4.8975 -4.1574 2.1384  0.11
H6 5.6877 -2.2528 1.2029  0.11
H7 4.7680 -1.4236 2.4298  0.12
H8 4.1364 -1.8612 -0.5123  0.12
H9 4.2560 -0.3588 0.3407  0.06
H10 2.0991 -1.8731 1.5796  0.10
H11 1.8947 -1.9829 -0.1421  0.09
H12 0.6989 -0.1063 1.0534  0.10
H13 2.2597 0.5814 1.4694  0.12
H14 1.4651 0.7108 -2.6726  0.12
H15 1.7312 -0.8596 -1.9535  0.12
H16 -0.4778 -0.5822 -3.0011  0.11
H17 -0.9167 0.6862 -1.9055  0.10
H18 -0.1109 -1.9016 -0.5430  0.10
H19 -1.4341 -2.0568 -1.6640  0.10
H20 -1.3906 -0.1354 0.6733  0.10
H21 -2.7717 -0.4358 -0.4394  0.13
H22 -0.6540 -2.9763 2.4696  0.08
H23 -1.6814 -2.6519 3.8921  0.09
H24 -0.6186 -1.4013 3.2629  0.09
H25 5.0187 2.7975 -1.7783  0.08
H26 3.5680 3.7931 -1.9926  0.09
H27 4.8917 5.3671 -1.2073  0.04
H28 5.8519 4.3930 -0.3633  0.03
H29 2.4582 2.4049 3.9361  0.06
H30 2.6835 3.9335 3.1089  0.09
H31 1.8271 2.6081 2.2915  0.05
H32 1.0173 3.5069 -1.8757  0.11
H33 0.0348 1.8788 1.5009  0.12
H34 -1.0000 1.7911 0.0530  0.10
C20 -4.6479 -3.9061 -3.0253  -0.08
C21 -4.0252 -2.8472 -3.9168  -0.32
O9 -2.6134 -3.0050 -3.9943  -0.09
H35 -4.2230 -3.8499 -2.0227  0.07
H36 -5.7292 -3.7771 -2.9548  0.07
H37 -4.4451 -4.9045 -3.4200  0.07
H38 -4.2189 -1.8526 -3.5171  0.11
H39 -4.4574 -2.8936 -4.9228  0.09
H40 -2.4423 -3.8819 -4.3570  0.06
C22 -6.1765 1.2263 0.9236  -0.09
C23 -6.9818 0.7824 2.1321  -0.33
O10 -6.5230 -0.4572 2.6508  -0.09
H41 -6.2217 0.4671 0.1420  0.07
H42 -6.5544 2.1684 0.5219  0.07
H43 -5.1268 1.3631 1.1914  0.07
H44 -8.0272 0.6300 1.8620  0.11
H45 -6.9439 1.5519 2.9126  0.11
H46 -5.5979 -0.3421 2.8992  0.06
C24 -0.2894 7.8180 -1.9529  -0.09
C25 -1.1275 7.1863 -3.0512  -0.33
O11 -1.2042 5.7773 -2.9190  -0.08
H47 0.7161 7.3972 -1.9560  0.08
H48 -0.2186 8.9001 -2.0827  0.07
H49 -0.7264 7.6175 -0.9722  0.07
H50 -0.6801 7.3764 -4.0273  0.11
H51 -2.1358 7.6206 -3.0545  0.10
H52 -1.6111 5.5802 -2.0668  0.04
C26 1.9556 -2.2155 7.5472  -0.09
C27 1.9867 -1.2694 6.3609  -0.31
O12 0.8367 -1.4100 5.5329  -0.09
H53 1.8814 -3.2486 7.2049  0.07
H54 2.8566 -2.1116 8.1536  0.07
H55 1.0899 -2.0127 8.1834  0.07
H56 2.8396 -1.4841 5.7187  0.11
H57 2.0726 -0.2324 6.7022  0.11
H58 0.0535 -1.2071 6.0530  0.08
C28 -2.2369 -3.9818 -8.4104  -0.09
C29 -3.0126 -4.2388 -7.1327  -0.32
O13 -2.4430 -5.3143 -6.3812  -0.09
H59 -2.2192 -4.8791 -9.0301  0.07
H60 -2.6831 -3.1681 -8.9834  0.07
H61 -1.2027 -3.7135 -8.1845  0.08
H62 -4.0406 -4.5208 -7.3558  0.12
H63 -3.0293 -3.3408 -6.5102  0.09
H64 -1.5327 -5.0751 -6.1774  0.08

Calculated values
Total charge: -1
Relative energy (zero: lowest compared OMol25 entry of this formula, charge and spin) (kcal/mol): 5.2
Highest occupied orbital energy (eV): -4.92
HOMO-LUMO gap (eV): 7.026
Calculated total energy (hartree): -3176.206818

Record 2
Molecular formula: C29H65Cl4I2N2O17P4
Method: DFT, ωB97M-V with the def2-TZVPD basis set

Last column: Löwdin charge in e.
Geometry (Å):
C1 -1.4805 2.8533 4.6509  -0.07
C2 -0.2004 3.8830 4.9503  -0.23
O1 0.1444 4.4916 3.6593  -0.26
C3 1.5821 4.2313 3.3313  -0.17
C4 1.7406 4.4990 1.6740  -0.22
C5 1.6577 3.0711 0.8232  -0.30
C6 0.1828 2.3275 1.1480  -0.09
N1 0.2770 0.8447 0.7283  -0.05
C7 1.0421 0.7384 -0.5444  -0.29
C8 0.7844 -0.5771 -1.4834  -0.22
C9 0.4825 -1.9275 -0.5425  -0.72
C10 1.8737 -2.3593 0.2304  -0.20
I1 -0.0087 -3.6298 -1.8689  0.77
C11 1.1634 2.1763 -1.4272  -0.25
C12 -0.1863 2.5791 -2.1589  -0.49
Cl1 -1.7600 1.6323 -1.6013  0.59
C13 -0.7988 4.0672 -2.3522  -0.69
C14 -1.4647 4.8168 -1.0759  -0.21
Cl2 -2.3054 3.7456 -3.4763  0.50
N2 2.0723 3.0466 -0.5894  -0.44
I2 2.1638 5.0870 -1.1848  1.31
C15 3.4756 2.7933 -1.0496  -0.64
Cl3 3.9200 3.5138 -2.7695  0.49
C16 4.6364 2.1010 -0.5154  -0.53
C17 6.1483 1.9438 -1.1304  -0.14
Cl4 4.5270 1.2174 1.0872  0.64
H1 -2.1362 2.7479 5.6139  0.10
H2 -2.0634 3.3545 3.7398  0.07
H3 -1.0519 1.8223 4.2957  0.07
H4 -0.5520 4.7291 5.6768  0.13
H5 0.7096 3.3482 5.4636  0.12
H6 1.8632 3.1268 3.6237  0.13
H7 2.1834 5.0477 3.9285  0.15
H8 2.8309 4.9804 1.6748  0.11
H9 0.8747 5.2453 1.4715  0.09
H10 2.2811 2.4058 1.5964  0.12
H11 -0.0186 2.2494 2.3214  0.13
H12 -0.7291 2.8889 0.7098  0.09
H13 -0.6708 0.4089 0.7180  0.10
H14 2.1695 0.5394 -0.1949  0.11
H15 -0.0237 -0.4651 -2.3167  0.08
H16 1.7957 -0.8517 -2.0565  0.13
H17 -0.4432 -1.7853 0.1603  0.09
H18 1.6918 -3.3672 0.8262  0.09
H19 2.7151 -2.4909 -0.5861  0.09
H20 2.1591 -1.4794 0.9604  0.07
H21 1.8696 1.7429 -2.3051  0.16
H22 -0.1303 2.1768 -3.2987  0.14
H23 -0.1665 4.7933 -3.0557  0.09
H24 -2.2354 4.1556 -0.4486  0.08
H25 -2.1250 5.7358 -1.4574  0.10
H26 -0.7308 5.2544 -0.2756  0.04
H27 6.4903 0.8036 -1.1270  0.10
H28 6.8730 2.4571 -0.3285  0.12
H29 6.3835 2.4341 -2.1448  0.07
C18 -7.4861 -1.6002 -1.5409  -0.16
O2 -6.2565 -1.6576 -0.8406  -0.28
P1 -5.2507 -2.9678 -1.3552  0.76
O3 -4.4192 -2.8317 -0.0767  -0.29
O4 -4.5928 -2.0068 -2.5318  -0.27
C19 -4.2780 -0.6540 -2.2317  -0.14
O5 -4.2450 -4.2781 -1.8697  -0.26
C20 -4.8550 -5.0993 -2.8430  -0.15
H30 -8.0523 -0.7310 -1.1880  0.09
H31 -7.3111 -1.4992 -2.6113  0.08
H32 -8.0640 -2.5068 -1.3436  0.08
H33 -4.1161 -0.4822 -1.1655  0.08
H34 -5.0984 -0.0230 -2.5854  0.09
H35 -3.3704 -0.3683 -2.7724  0.06
H36 -5.1001 -4.5157 -3.7324  0.08
H37 -5.7664 -5.5454 -2.4292  0.09
H38 -4.1623 -5.8977 -3.1195  0.08
C21 -8.2914 5.1232 5.4965  -0.16
O6 -7.1012 5.0837 6.2630  -0.28
P2 -5.6905 4.8092 5.3000  0.76
O7 -4.9082 4.4187 6.5569  -0.27
O8 -5.5363 6.4389 5.0529  -0.28
C22 -5.7661 7.3326 6.1335  -0.11
O9 -4.2798 4.5346 4.3369  -0.27
C23 -4.5701 4.3271 2.9707  -0.17
H39 -9.1340 5.3333 6.1647  0.10
H40 -8.2330 5.9061 4.7415  0.08
H41 -8.4505 4.1548 5.0150  0.08
H42 -5.6239 6.8641 7.1096  0.09
H43 -6.7884 7.7136 6.0539  0.09
H44 -5.0789 8.1803 6.0506  0.09
H45 -5.0774 5.1992 2.5538  0.08
H46 -5.2047 3.4406 2.8598  0.09
H47 -3.6351 4.1650 2.4290  0.07
C24 11.5793 -1.1678 -1.3971  -0.15
O10 10.3423 -0.4782 -1.3948  -0.28
P3 10.3033 0.8357 -2.5195  0.77
O11 9.0852 1.4180 -1.7972  -0.30
O12 9.7849 -0.1921 -3.7094  -0.27
C25 8.8135 -1.1823 -3.4008  -0.11
O13 10.2643 2.1496 -3.6442  -0.24
C26 11.4925 2.3475 -4.3122  -0.16
H48 11.5188 -2.0024 -0.6897  0.10
H49 11.7960 -1.5591 -2.3903  0.08
H50 12.3779 -0.4907 -1.0830  0.08
H51 8.2033 -0.9226 -2.5331  0.08
H52 9.3320 -2.1275 -3.2160  0.09
H53 8.1532 -1.3183 -4.2628  0.10
H54 11.7671 1.4530 -4.8745  0.08
H55 12.2753 2.5812 -3.5816  0.08
H56 11.3900 3.1868 -5.0041  0.09
C27 -3.1368 -11.2757 0.5300  -0.16
O14 -3.6499 -11.1716 -0.7858  -0.28
P4 -3.1552 -9.7204 -1.5871  0.75
O15 -4.2711 -9.9092 -2.6184  -0.27
O16 -1.7868 -10.4796 -2.1275  -0.28
C28 -1.8711 -11.8187 -2.5954  -0.11
O17 -2.6605 -8.2691 -2.3884  -0.26
C29 -1.8945 -7.4131 -1.5672  -0.18
H57 -3.4615 -12.2297 0.9604  0.09
H58 -2.0481 -11.2436 0.5185  0.08
H59 -3.5254 -10.4574 1.1417  0.08
H60 -2.8731 -12.0868 -2.9371  0.09
H61 -1.5685 -12.4867 -1.7838  0.09
H62 -1.1721 -11.9533 -3.4265  0.09
H63 -0.9869 -7.9196 -1.2334  0.08
H64 -2.4890 -7.1067 -0.6991  0.09
H65 -1.6176 -6.5247 -2.1399  0.05

Calculated values
Total charge: +1
Highest occupied orbital energy (eV): -10.79
HOMO-LUMO gap (eV): 5.877
Calculated total energy (hartree): -6333.075456